1.
{"formula": "C23H60Cl3NO16", "method": "ωB97M-V with the def2-TZVPD basis set", "elements": ["C", "C", "C", "C", "N", "C", "C", "C", "C", "C", "H", "H", "H", "H", "H", "H", "H", "H", "H", "H", "H", "H", "H", "H", "H", "H", "H", "H", "H", "H", "Cl", "O", "O", "O", "O", "C", "C", "O", "O", "H", "H", "H", "H", "H", "H", "C", "C", "O", "O", "H", "H", "H", "H", "H", "H", "C", "C", "O", "O", "H", "H", "H", "H", "H", "H", "C", "C", "O", "O", "H", "H", "H", "H", "H", "H", "C", "C", "O", "O", "H", "H", "H", "H", "H", "H", "C", "C", "O", "O", "H", "H", "H", "H", "H", "H", "Cl", "C", "C", "Cl", "H", "H", "H", "H"], "positions_angstrom": [[-0.382, 4.927, -2.960], [-0.477, 4.703, -1.467], [-1.922, 4.604, -1.013], [-1.941, 3.915, 0.327], [-3.281, 3.766, 1.003], [-3.237, 2.555, 1.890], [-3.615, 1.420, 0.955], [-4.066, 2.044, -0.348], [-4.378, 3.472, 0.030], [-3.517, 4.972, 1.817], [0.582, 5.214, -3.382], [-1.020, 5.788, -3.225], [-0.767, 4.104, -3.567], [0.053, 5.515, -0.958], [0.037, 3.791, -1.145], [-2.465, 4.026, -1.759], [-2.349, 5.605, -0.894], [-1.284, 4.421, 1.037], [-1.481, 2.926, 0.232], [-3.954, 2.692, 2.699], [-2.247, 2.427, 2.318], [-4.383, 0.740, 1.327], [-2.751, 0.767, 0.887], [-4.903, 1.559, -0.848], [-3.283, 1.987, -1.112], [-5.304, 3.528, 0.601], [-4.348, 4.204, -0.767], [-2.870, 4.978, 2.683], [-4.569, 5.020, 2.096], [-3.346, 5.832, 1.171], [0.060, -1.030, 0.843], [-0.812, -0.691, 1.953], [-0.289, -2.312, 0.311], [-0.135, -0.013, -0.174], [1.415, -1.036, 1.350], [3.265, 0.305, -4.297], [3.103, 1.166, -3.077], [1.784, 1.004, -2.512], [2.283, 0.630, -5.286], [3.209, -0.764, -4.051], [4.247, 0.484, -4.745], [3.139, 2.219, -3.359], [3.888, 0.947, -2.347], [1.761, 0.170, -2.020], [1.457, 0.765, -4.795], [-1.876, -0.429, -3.489], [-1.699, 1.046, -3.776], [-1.120, 1.663, -2.652], [-0.635, -1.020, -3.175], [-2.256, -0.918, -4.396], [-2.662, -0.604, -2.741], [-2.615, 1.585, -4.007], [-1.011, 1.127, -4.627], [-0.193, 1.379, -2.602], [-0.462, -0.748, -2.253], [-3.753, -2.915, 1.596], [-4.170, -2.785, 0.153], [-4.979, -1.609, -0.089], [-4.728, -3.436, 2.486], [-3.399, -1.903, 1.842], [-2.963, -3.663, 1.660], [-4.766, -3.683, -0.088], [-3.285, -2.789, -0.494], [-5.267, -1.667, -1.004], [-5.153, -2.717, 2.959], [5.331, 0.028, 2.611], [5.227, 1.329, 1.789], [3.911, 1.852, 1.748], [5.721, -1.103, 1.795], [4.344, -0.233, 2.985], [6.047, 0.097, 3.430], [5.591, 1.173, 0.772], [5.777, 2.108, 2.317], [3.297, 1.149, 1.477], [6.663, -1.020, 1.610], [3.365, -3.724, 2.150], [3.979, -3.772, 3.518], [5.365, -3.410, 3.532], [3.773, -4.891, 1.406], [3.666, -2.861, 1.555], [2.281, -3.757, 2.241], [3.777, -4.725, 4.005], [3.460, -3.057, 4.190], [5.549, -2.724, 2.857], [4.686, -4.798, 1.118], [2.445, -2.994, -2.109], [1.640, -3.307, -3.347], [2.358, -4.265, -4.159], [2.929, -4.243, -1.583], [1.857, -2.453, -1.366], [3.360, -2.507, -2.474], [1.556, -2.370, -3.895], [0.674, -3.767, -3.118], [2.683, -4.934, -3.538], [3.179, -4.058, -0.669], [0.394, -4.275, 4.688], [-0.298, -2.650, 4.917], [-1.771, -2.656, 4.602], [-2.738, -3.410, 5.928], [0.140, -1.976, 4.171], [0.002, -2.244, 5.876], [-2.028, -3.193, 3.703], [-2.104, -1.620, 4.543]], "total_charge": 0}

=====

2.
{"formula": "C23H61O22S7", "method": "ωB97M-V with the def2-TZVPD basis set", "elements": ["C", "C", "O", "H", "H", "H", "H", "H", "O", "S", "O", "O", "C", "C", "C", "H", "H", "H", "H", "H", "H", "H", "H", "O", "S", "O", "O", "C", "C", "C", "H", "H", "H", "H", "H", "H", "H", "H", "O", "S", "O", "O", "C", "C", "C", "H", "H", "H", "H", "H", "H", "H", "H", "O", "S", "O", "O", "C", "C", "C", "H", "H", "H", "H", "H", "H", "H", "H", "O", "S", "O", "O", "C", "C", "C", "H", "H", "H", "H", "H", "H", "H", "H", "O", "S", "O", "O", "C", "C", "C", "H", "H", "H", "H", "H", "H", "H", "H", "O", "S", "O", "O", "C", "C", "C", "H", "H", "H", "H", "H", "H", "H", "H"], "positions_angstrom": [[-0.398, -2.244, 1.913], [0.111, -2.361, 0.450], [-0.560, -1.580, -0.477], [0.354, -2.712, 2.549], [-1.453, -2.484, 2.044], [-0.441, -1.239, 2.333], [0.135, -3.402, 0.129], [1.131, -1.980, 0.398], [5.408, -1.022, 6.850], [6.658, -1.172, 6.110], [7.341, -0.070, 5.461], [7.768, -1.775, 7.193], [9.114, -2.057, 6.852], [9.703, -2.621, 8.120], [6.398, -2.566, 4.975], [9.600, -1.146, 6.503], [9.125, -2.682, 5.958], [9.255, -3.570, 8.416], [9.778, -1.998, 9.011], [10.748, -2.922, 8.047], [5.595, -2.386, 4.260], [6.149, -3.454, 5.556], [7.354, -2.697, 4.468], [4.630, -1.143, -5.869], [3.913, -2.258, -6.486], [4.009, -2.474, -7.926], [4.380, -3.670, -5.751], [4.570, -3.697, -4.367], [3.646, -4.788, -3.859], [2.218, -2.218, -5.924], [4.423, -2.744, -3.859], [5.588, -4.005, -4.130], [3.772, -5.680, -4.474], [2.572, -4.605, -3.901], [3.742, -5.121, -2.826], [1.719, -1.352, -6.360], [2.113, -2.251, -4.839], [1.761, -3.107, -6.358], [1.964, 5.598, -2.175], [2.803, 4.610, -1.503], [4.269, 4.845, -1.451], [2.183, 4.332, 0.011], [3.020, 3.583, 0.890], [2.312, 3.534, 2.279], [2.383, 2.960, -2.272], [3.991, 4.076, 0.925], [3.184, 2.538, 0.627], [2.746, 2.823, 2.981], [1.262, 3.242, 2.277], [2.302, 4.508, 2.770], [1.332, 2.694, -2.158], [2.997, 2.236, -1.735], [2.802, 2.924, -3.278], [-6.438, -3.686, -3.236], [-6.075, -4.877, -2.488], [-7.172, -5.674, -1.941], [-5.117, -5.949, -3.421], [-3.836, -5.363, -3.748], [-3.271, -6.227, -4.837], [-4.993, -4.430, -1.024], [-3.171, -5.399, -2.885], [-3.949, -4.349, -4.130], [-2.216, -6.085, -5.067], [-3.718, -6.052, -5.816], [-3.452, -7.277, -4.605], [-4.263, -3.674, -1.314], [-4.356, -5.267, -0.734], [-5.585, -4.091, -0.174], [-2.102, -2.053, 7.307], [-2.938, -1.091, 7.980], [-3.801, -1.521, 9.051], [-2.016, 0.124, 8.553], [-1.031, 0.731, 7.700], [-0.642, 2.040, 8.390], [-3.888, -0.169, 6.712], [-1.364, 0.996, 6.696], [-0.144, 0.116, 7.543], [-0.328, 1.866, 9.420], [-1.498, 2.711, 8.326], [0.127, 2.562, 7.820], [-4.911, -0.531, 6.818], [-3.629, -0.522, 5.714], [-3.713, 0.888, 6.911], [-3.805, 3.973, 2.900], [-4.640, 3.670, 1.788], [-5.568, 2.566, 1.830], [-5.430, 5.058, 1.306], [-6.460, 4.881, 0.312], [-6.243, 6.208, -0.463], [-3.423, 3.314, 0.396], [-7.475, 4.740, 0.682], [-6.243, 4.036, -0.341], [-5.199, 6.184, -0.777], [-6.353, 7.089, 0.169], [-6.912, 6.338, -1.314], [-2.820, 2.487, 0.771], [-2.848, 4.193, 0.106], [-4.060, 2.911, -0.392], [-3.693, 4.025, -4.891], [-3.608, 3.321, -6.191], [-4.537, 3.553, -7.238], [-2.019, 3.438, -6.752], [-1.753, 4.199, -7.813], [-0.233, 4.150, -8.075], [-3.679, 1.506, -5.831], [-2.184, 5.191, -7.674], [-2.192, 3.716, -8.687], [-0.008, 4.875, -8.857], [0.115, 3.139, -8.288], [0.276, 4.507, -7.179], [-4.697, 1.337, -5.482], [-2.874, 1.324, -5.118], [-3.424, 1.072, -6.798]], "e_above_lowest_kcal_mol": 64.0, "total_charge": -1}

=====

no.,orbital gap (eV),LUMO energy (eV)
1,8.78,-0.45
2,4.54,1.62